Record 1
{
  "formula": "C24H30F18O12",
  "method": "ωB97M-V/def2-TZVPD",
  "elements": ["C", "C", "O", "C", "O", "C", "F", "F", "F", "H", "H", "H", "H", "H", "C", "C", "O", "C", "O", "C", "F", "F", "F", "H", "H", "H", "H", "H", "C", "C", "O", "C", "O", "C", "F", "F", "F", "H", "H", "H", "H", "H", "C", "C", "O", "C", "O", "C", "F", "F", "F", "H", "H", "H", "H", "H", "C", "C", "O", "C", "O", "C", "F", "F", "F", "H", "H", "H", "H", "H", "C", "C", "O", "C", "O", "C", "F", "F", "F", "H", "H", "H", "H", "H"],
  "positions_angstrom": [[5.86459, 3.07087, 2.42698], [5.80296, 4.37650, 1.66912], [6.94678, 4.72804, 0.94440], [8.05527, 5.34844, 1.46300], [8.27151, 5.58733, 2.65745], [9.14464, 5.62240, 0.38275], [8.84680, 5.06814, -0.80686], [9.10835, 6.97510, 0.14409], [10.33574, 5.31340, 0.74448], [5.03631, 2.89168, 3.11250], [6.72320, 3.18412, 3.08883], [5.88699, 2.14684, 1.84924], [5.57096, 5.13052, 2.42127], [4.96942, 4.27988, 0.97343], [-9.86323, -3.39760, 0.71875], [-9.99248, -2.21045, 1.72172], [-10.77850, -1.13619, 1.25231], [-12.14662, -1.22172, 1.43369], [-12.74529, -2.17079, 1.97761], [-12.94398, 0.04253, 0.87474], [-13.76891, 0.39401, 1.83805], [-12.06058, 1.02521, 0.60668], [-13.67235, -0.30489, -0.22583], [-9.26098, -3.02974, -0.11198], [-10.81027, -3.78972, 0.34804], [-9.38514, -4.30489, 1.08800], [-9.01458, -1.79836, 1.97073], [-10.43025, -2.51806, 2.67136], [12.69709, -4.57455, -0.74988], [12.68417, -5.35081, 0.55403], [11.44580, -5.22206, 1.22820], [10.98191, -6.28523, 1.94819], [11.59583, -7.35778, 2.12811], [9.59884, -6.04722, 2.67660], [8.71148, -6.88784, 2.17241], [9.73754, -6.21123, 3.97877], [9.17392, -4.80842, 2.37902], [12.61198, -3.50725, -0.54559], [11.88099, -4.86955, -1.40947], [13.59463, -4.79832, -1.32645], [13.49623, -5.01612, 1.19951], [12.79594, -6.40715, 0.30957], [-1.39624, 1.81976, 2.28045], [-1.56841, 0.62276, 3.22042], [-0.38809, -0.15374, 3.19744], [-0.02076, -0.95081, 4.20276], [-0.61050, -1.03150, 5.25514], [1.26308, -1.79707, 3.99778], [1.08495, -3.09020, 4.41458], [1.53342, -1.82631, 2.66643], [2.31486, -1.25717, 4.65577], [-0.47857, 2.39284, 2.41296], [-2.22282, 2.50578, 2.46547], [-1.38529, 1.47759, 1.24561], [-2.40198, 0.02921, 2.84497], [-1.80087, 0.98992, 4.22006], [-6.69868, 6.65173, -1.35688], [-7.27468, 5.56887, -2.26924], [-6.82351, 5.81010, -3.63349], [-5.67980, 5.16005, -4.16280], [-5.07967, 4.15919, -3.71747], [-5.22641, 5.85016, -5.44117], [-4.03435, 6.52829, -5.21817], [-4.99880, 4.91603, -6.39420], [-6.20575, 6.74773, -5.82339], [-5.60878, 6.66211, -1.34645], [-6.96798, 6.62401, -0.30103], [-7.04095, 7.57934, -1.81564], [-8.35496, 5.71053, -2.30106], [-6.99478, 4.56178, -1.96020], [-0.37992, -4.73868, -2.30807], [-1.25933, -3.46062, -2.51066], [-1.44972, -3.14470, -3.87017], [-0.75919, -2.11706, -4.43315], [0.04123, -1.36226, -3.79684], [-1.00810, -1.99919, -5.98316], [0.10488, -2.36535, -6.66052], [-2.07336, -2.74970, -6.31391], [-1.27949, -0.71100, -6.34398], [-0.88799, -5.65706, -2.60227], [-0.10812, -4.94018, -1.27190], [0.48501, -4.70805, -2.97068], [-0.79363, -2.65745, -1.93957], [-2.26268, -3.60874, -2.11134]],
  "lowdin_charge": [-0.07, -0.24, 0.02, -0.29, 0.13, -0.56, 0.15, 0.12, 0.23, 0.08, 0.08, 0.08, 0.13, 0.13, -0.05, -0.22, 0.00, -0.27, 0.12, -0.52, 0.18, 0.15, 0.15, 0.07, 0.07, 0.07, 0.12, 0.12, -0.06, -0.23, 0.01, -0.29, 0.11, -0.57, 0.18, 0.19, 0.15, 0.08, 0.08, 0.08, 0.13, 0.12, -0.06, -0.21, 0.02, -0.36, 0.15, -0.47, 0.14, 0.14, 0.16, 0.08, 0.08, 0.08, 0.13, 0.12, -0.06, -0.19, -0.03, -0.27, 0.13, -0.45, 0.12, 0.16, 0.12, 0.08, 0.08, 0.08, 0.12, 0.12, -0.05, -0.20, 0.01, -0.27, 0.09, -0.49, 0.16, 0.16, 0.14, 0.07, 0.08, 0.08, 0.11, 0.12],
  "e_above_lowest_kj_mol": 336.7,
  "total_charge": 0,
  "homo_lumo_gap_ev": 11.4,
  "smiles": "CCOC(=O)C(F)(F)F.CCOC(=O)C(F)(F)F.CCOC(=O)C(F)(F)F.CCOC(=O)C(F)(F)F.CCOC(=O)C(F)(F)F.CCOC(=O)C(F)(F)F",
  "energy_ev": -98858.2518,
  "homo_energy_ev": -11.238,
  "e_lumo_ev": 0.2
}

Record 2
{
  "formula": "C10H23Br4Cl4NO",
  "method": "ωB97M-V/def2-TZVPD",
  "elements": ["C", "O", "C", "C", "C", "N", "H", "H", "H", "H", "H", "H", "H", "H", "H", "H", "H", "Br", "C", "C", "Br", "H", "H", "H", "H", "Br", "C", "C", "Br", "H", "H", "H", "H", "Cl", "C", "Cl", "H", "H", "Cl", "C", "Cl", "H", "H"],
  "positions_angstrom": [[0.78378, 0.92571, 2.34262], [0.80682, -0.02256, 1.29441], [0.66236, 0.53765, 0.00900], [0.57596, -0.56780, -1.00008], [0.40294, -0.01610, -2.41434], [-0.45505, -1.57425, -0.76864], [1.30862, 0.54286, 3.21079], [-0.23995, 1.26745, 2.50574], [1.36004, 1.80746, 2.02364], [-0.19278, 1.23258, -0.04628], [1.52832, 1.18374, -0.21013], [1.55318, -1.06966, -0.99230], [1.26343, 0.60360, -2.67549], [-0.49300, 0.61678, -2.44778], [0.22519, -0.81515, -3.12880], [-1.38567, -1.16924, -0.68852], [-0.30726, -1.94225, 0.16958], [-0.21286, 4.05806, -1.94574], [-1.89767, 3.42152, -1.20776], [-2.97657, 3.67422, -2.21863], [-4.68039, 3.14629, -1.39570], [-2.04005, 3.91737, -0.25264], [-1.76085, 2.36595, -0.98483], [-2.84273, 3.11195, -3.13547], [-3.07998, 4.73013, -2.44493], [1.23385, -3.96383, 4.94398], [1.60532, -2.61990, 3.55209], [1.34925, -3.21723, 2.18730], [2.64646, -4.63959, 1.77730], [2.60014, -2.23748, 3.73543], [0.84275, -1.85613, 3.69722], [1.40644, -2.47317, 1.39614], [0.33082, -3.59564, 2.11723], [-5.15202, -0.67611, 3.01558], [-4.10659, 0.08216, 1.79098], [-3.69765, -1.10302, 0.53887], [-4.65296, 0.91995, 1.37535], [-3.17586, 0.41200, 2.23686], [4.49830, -0.34950, -1.67421], [4.01815, -1.00085, -3.23609], [5.47586, -1.60071, -4.09322], [3.31953, -1.82277, -3.12599], [3.55238, -0.22451, -3.83253]],
  "lowdin_charge": [-0.09, -0.21, -0.22, -0.45, -0.06, 0.06, 0.08, 0.09, 0.09, 0.11, 0.13, 0.12, 0.07, 0.06, 0.08, 0.01, 0.05, 0.64, -0.73, -0.68, 0.61, 0.06, 0.02, 0.06, 0.05, 0.59, -0.68, -0.70, 0.59, 0.06, 0.04, 0.02, 0.06, 0.50, -1.00, 0.53, 0.01, 0.02, 0.51, -1.03, 0.49, 0.03, 0.02],
  "total_charge": 0,
  "homo_lumo_gap_ev": 10.0,
  "smiles": "COC[C@H](C)N.BrCCBr.BrCCBr.ClCCl.ClCCl",
  "energy_ev": -344539.9860,
  "homo_energy_ev": -9.795,
  "e_lumo_ev": 0.2
}

Record 3
{
  "formula": "C20H46O3P4SeTm",
  "method": "ωB97M-V/def2-TZVPD",
  "elements": ["Tm", "P", "P", "P", "H", "C", "C", "H", "C", "C", "C", "C", "C", "C", "C", "C", "C", "H", "H", "H", "H", "H", "H", "H", "H", "H", "H", "H", "H", "H", "H", "H", "H", "H", "H", "H", "H", "H", "H", "H", "H", "H", "H", "H", "H", "H", "C", "C", "C", "C", "C", "C", "Se", "H", "H", "H", "H", "H", "H", "C", "O", "P", "O", "C", "O", "C", "H", "H", "H", "H", "H", "H", "H", "H", "H"],
  "positions_angstrom": [[-0.18374, -1.34736, -0.23830], [0.20199, 1.48008, 1.06396], [-2.62705, -0.05713, -0.68373], [2.42247, -0.65442, -0.79131], [-1.32892, -2.71507, -3.99874], [-0.51235, -3.09927, -3.35685], [-0.33267, -2.70232, -2.07340], [-1.24431, -2.17683, -1.61695], [0.35893, 3.17949, 0.36622], [-1.14725, 1.79863, 2.29621], [1.68384, 1.44587, 2.18650], [-3.54228, -0.72628, -2.15598], [-3.83867, -0.36166, 0.67470], [-3.08355, 1.70460, -1.05814], [3.00754, -1.51827, -2.33666], [3.73652, -1.09224, 0.41303], [3.07288, 0.99071, -1.32306], [0.14516, -3.82100, -3.88474], [0.50652, -3.18731, -1.52624], [0.23703, 3.96863, 1.11278], [-0.40762, 3.32468, -0.39986], [1.34311, 3.29416, -0.09524], [-0.98110, 2.71504, 2.85221], [-1.20538, 0.96666, 3.01009], [-2.10317, 1.92352, 1.78465], [1.59790, 2.19552, 2.96470], [2.59181, 1.64895, 1.61048], [1.72307, 0.46659, 2.67461], [-4.62550, -0.66005, -1.98484], [-3.27426, -1.77978, -2.29582], [-3.27790, -0.14246, -3.05176], [-4.52162, 0.48781, 0.80293], [-3.29089, -0.50772, 1.61389], [-4.41899, -1.26017, 0.43332], [-4.17585, 1.82913, -0.97943], [-2.78176, 1.97302, -2.08583], [-2.62456, 2.39858, -0.34110], [4.10195, -1.39679, -2.39640], [2.54754, -1.02968, -3.21456], [2.73365, -2.58350, -2.30956], [4.44552, -1.77756, -0.07518], [3.27483, -1.59613, 1.27373], [4.26659, -0.19121, 0.76290], [4.06415, 0.84019, -1.77048], [3.20637, 1.68533, -0.48707], [2.39933, 1.42455, -2.07427], [-0.35413, 0.60499, -5.56421], [-0.92974, -0.55571, -6.12313], [-0.38720, -0.96100, -7.39410], [0.66602, -0.24034, -7.97601], [1.30337, 0.82120, -7.27713], [0.85656, 1.10126, -5.98973], [-0.81205, 1.89611, -3.99132], [0.12016, 1.02728, -3.21173], [-1.61450, -1.18730, -5.51449], [-0.78974, -1.83215, -7.93138], [1.03085, -0.45876, -8.97912], [2.12125, 1.37724, -7.72325], [1.50262, 1.75374, -5.38369], [-1.56896, -1.88604, 4.57137], [-1.11784, -2.42094, 3.30490], [-0.19328, -1.48093, 2.40471], [1.34837, -1.60073, 2.94259], [1.63269, -2.74006, 3.75270], [0.02084, -2.97954, 0.91637], [-0.09639, -4.38574, 1.13678], [-2.62848, -1.70145, 4.42310], [-1.04343, -0.97790, 4.88360], [-1.38798, -2.68439, 5.28551], [2.71111, -2.80848, 3.79077], [1.27878, -3.68050, 3.33434], [1.19388, -2.54199, 4.72993], [0.63462, -4.63603, 1.90029], [-1.09345, -4.60389, 1.52988], [0.10453, -4.91755, 0.19606]],
  "lowdin_spin": [2.02, 0.00, 0.00, 0.00, 0.00, 0.00, 0.00, 0.00, 0.00, 0.00, 0.00, 0.00, 0.00, 0.00, 0.00, 0.00, 0.00, 0.00, 0.00, 0.00, 0.00, 0.00, 0.00, 0.00, 0.00, 0.00, 0.00, 0.00, 0.00, 0.00, 0.00, 0.00, 0.00, 0.00, 0.00, 0.00, 0.00, 0.00, 0.00, 0.00, 0.00, 0.00, 0.00, 0.00, 0.00, 0.00, 0.00, 0.00, 0.00, 0.00, 0.00, 0.00, 0.00, 0.00, 0.00, 0.00, 0.00, 0.00, 0.00, 0.00, 0.00, 0.00, 0.00, 0.00, 0.00, 0.00, 0.00, 0.00, 0.00, 0.00, 0.00, 0.00, 0.00, 0.00, 0.00],
  "s2": 2.00,
  "e_above_lowest_kj_mol": 138.7,
  "total_charge": 3,
  "homo_lumo_gap_ev": [5.3, 5.3],
  "energy_ev": -159632.0398,
  "homo_energy_ev": [-15.489, -15.490],
  "e_lumo_ev": [-10.2, -10.2],
  "spin_multiplicity": 3
}

Record 4
{
  "formula": "CH16Cl2O7",
  "method": "ωB97M-V/def2-TZVPD",
  "elements": ["Cl", "C", "Cl", "H", "H", "O", "H", "H", "O", "H", "H", "O", "H", "H", "O", "H", "H", "O", "H", "H", "O", "H", "H", "O", "H", "H"],
  "positions_angstrom": [[-17.60056, 12.97034, 8.55774], [-18.68445, 13.69678, 9.72607], [-18.71713, 12.76096, 11.24099], [-18.30080, 14.66864, 10.03466], [-19.65831, 13.85094, 9.27364], [-18.36520, 17.94455, 10.44198], [-18.84943, 17.39592, 9.81794], [-17.44424, 17.65806, 10.35491], [-16.79851, 14.87098, 12.61184], [-17.48601, 15.39906, 13.03324], [-17.17204, 13.98233, 12.52178], [-13.95770, 14.48924, 12.17171], [-14.91775, 14.61480, 12.30232], [-13.82713, 13.53398, 12.16637], [-15.88276, 15.93695, 9.51407], [-16.39161, 15.57024, 8.78071], [-14.99668, 15.56532, 9.40656], [-15.81067, 15.83066, 6.60845], [-16.56049, 15.53709, 6.07852], [-15.79240, 16.79039, 6.50574], [-12.06439, 15.72409, 10.37680], [-12.51457, 15.60473, 9.52310], [-12.61342, 15.22244, 11.00065], [-13.23683, 15.32627, 7.79626], [-12.68786, 15.89312, 7.24318], [-14.09680, 15.28572, 7.34397]],
  "lowdin_charge": [0.56, -0.99, 0.57, 0.00, 0.04, -0.06, 0.02, 0.02, -0.08, 0.06, -0.03, -0.06, 0.01, 0.05, -0.06, -0.02, 0.02, -0.05, 0.06, 0.07, -0.09, -0.02, -0.02, -0.06, 0.06, 0.01],
  "total_charge": 0,
  "homo_lumo_gap_ev": 9.7,
  "smiles": "ClCCl.O.O.O.O.O.O.O",
  "energy_ev": -40674.3942,
  "homo_energy_ev": -9.875,
  "e_lumo_ev": -0.2
}

Number 4 is which compound?
CH16Cl2O7